No. 1
{"formula": "C20H48N6O7S", "method": "ωB97M-V with the def2-TZVPD basis set", "species": ["C", "C", "O", "N", "C", "H", "H", "H", "H", "H", "H", "H", "C", "C", "O", "N", "C", "H", "H", "H", "H", "H", "H", "H", "C", "C", "O", "N", "C", "H", "H", "H", "H", "H", "H", "H", "C", "C", "O", "N", "C", "H", "H", "H", "H", "H", "H", "H", "C", "C", "O", "N", "C", "H", "H", "H", "H", "H", "H", "H", "C", "C", "O", "N", "C", "H", "H", "H", "H", "H", "H", "H", "C", "S", "O", "C", "H", "H", "H", "H", "H", "H"], "coordinates": [[-0.88, -6.38, -0.50], [-0.60, -4.92, -0.62], [-0.04, -4.47, -1.61], [-1.04, -4.15, 0.39], [-1.04, -2.71, 0.41], [-0.99, -6.76, 0.52], [-0.07, -6.96, -0.94], [-1.78, -6.60, -1.08], [-1.53, -4.59, 1.15], [-0.84, -2.25, -0.56], [-0.35, -2.28, 1.13], [-2.03, -2.35, 0.72], [-3.47, -3.00, -1.02], [-3.52, -4.30, -0.23], [-3.11, -4.36, 0.91], [-4.01, -5.37, -0.91], [-4.18, -6.71, -0.32], [-3.83, -2.19, -0.39], [-4.09, -3.07, -1.91], [-2.42, -2.87, -1.28], [-4.43, -5.23, -1.81], [-4.11, -6.64, 0.77], [-3.40, -7.37, -0.68], [-5.18, -7.05, -0.57], [2.06, 8.15, 2.88], [2.47, 7.60, 1.55], [3.00, 8.31, 0.69], [2.34, 6.26, 1.41], [2.72, 5.52, 0.23], [1.49, 7.42, 3.45], [1.56, 9.10, 2.73], [2.98, 8.31, 3.44], [1.70, 5.81, 2.07], [3.62, 5.92, -0.23], [1.90, 5.50, -0.49], [2.92, 4.48, 0.52], [1.17, -0.98, -3.10], [-0.03, -1.40, -3.92], [-0.22, -0.97, -5.05], [-0.91, -2.26, -3.34], [-2.06, -2.71, -4.07], [1.62, -1.80, -2.55], [0.79, -0.28, -2.35], [1.87, -0.43, -3.72], [-0.61, -2.77, -2.51], [-2.51, -3.55, -3.54], [-1.85, -2.90, -5.12], [-2.80, -1.90, -4.13], [4.86, 0.74, -0.08], [3.72, -0.05, 0.48], [2.95, -0.68, -0.23], [3.57, -0.02, 1.84], [2.60, -0.86, 2.50], [5.80, 0.49, 0.41], [4.69, 1.81, 0.02], [4.94, 0.56, -1.15], [4.38, 0.26, 2.36], [2.03, -0.27, 3.22], [3.10, -1.64, 3.09], [1.90, -1.37, 1.86], [-1.15, 4.96, 1.17], [-0.45, 4.34, 2.35], [0.35, 4.98, 3.03], [-0.67, 3.03, 2.51], [0.13, 2.22, 3.37], [-0.55, 4.73, 0.29], [-1.23, 6.04, 1.31], [-2.16, 4.58, 1.04], [-1.28, 2.59, 1.79], [1.18, 2.11, 3.08], [-0.37, 1.27, 3.51], [0.14, 2.69, 4.36], [0.53, 1.73, -0.40], [-0.78, 0.59, 0.11], [-1.90, 1.42, 0.68], [-1.22, 0.15, -1.59], [1.29, 1.13, -0.90], [0.89, 2.24, 0.49], [0.13, 2.43, -1.13], [-2.27, -0.06, -1.76], [-0.65, -0.79, -1.71], [-0.76, 0.76, -2.36]], "lowdin_charge": [0.01, -0.53, 0.02, 0.00, -0.09, 0.09, 0.09, 0.05, 0.11, 0.04, 0.08, 0.09, 0.01, -0.51, -0.01, 0.03, -0.05, 0.10, 0.08, 0.04, 0.13, 0.09, 0.06, 0.09, 0.00, -0.56, 0.02, 0.00, -0.08, 0.07, 0.08, 0.09, 0.07, 0.08, 0.08, 0.07, 0.00, -0.55, 0.04, -0.01, -0.08, 0.09, 0.02, 0.09, 0.07, 0.07, 0.09, 0.09, 0.00, -0.55, 0.03, 0.01, -0.07, 0.09, 0.08, 0.08, 0.13, 0.07, 0.09, 0.07, 0.01, -0.55, 0.01, 0.00, -0.08, 0.07, 0.09, 0.09, 0.06, 0.08, 0.09, 0.09, -0.23, 0.88, -0.55, -0.25, 0.04, 0.04, 0.07, 0.08, -0.01, 0.07], "gap_ev": 9.187, "total_charge": 0, "lumo_energy_ev": 0.3, "homo_energy_ev": -8.87}

No. 2
{"formula": "C20H49ClInO8P2", "method": "ωB97M-V with the def2-TZVPD basis set", "species": ["C", "C", "C", "C", "C", "C", "C", "C", "C", "C", "C", "C", "C", "C", "In", "Cl", "H", "H", "H", "H", "H", "H", "H", "H", "H", "H", "H", "H", "H", "H", "H", "H", "H", "H", "H", "H", "H", "H", "H", "H", "H", "H", "H", "H", "H", "H", "H", "C", "O", "P", "O", "O", "C", "O", "C", "H", "H", "H", "H", "H", "H", "H", "H", "H", "C", "O", "P", "O", "O", "C", "O", "C", "H", "H", "H", "H", "H", "H", "H", "H", "H"], "coordinates": [[-0.64, 1.94, 2.77], [-1.68, 2.81, 2.06], [-2.72, 2.04, 1.22], [-3.26, 0.75, 1.83], [-3.73, -0.21, 0.71], [-2.52, -0.89, 0.06], [-1.95, -2.05, 0.90], [-1.05, -2.93, 0.02], [-0.47, -4.14, 0.76], [1.05, -4.35, 0.56], [1.55, -4.12, -0.88], [2.70, -3.10, -0.99], [2.33, -1.80, -1.71], [1.98, -1.98, -3.19], [0.74, -0.30, -3.88], [0.29, -0.62, -6.31], [-0.56, 0.95, 2.32], [0.34, 2.43, 2.78], [-0.98, 1.76, 3.79], [-2.16, 3.49, 2.76], [-1.14, 3.46, 1.37], [-2.34, 1.90, 0.21], [-3.58, 2.71, 1.10], [-4.11, 0.95, 2.49], [-2.51, 0.20, 2.40], [-4.42, -0.95, 1.09], [-4.18, 0.41, -0.07], [-1.70, -0.18, -0.09], [-2.78, -1.30, -0.92], [-2.81, -2.64, 1.25], [-1.38, -1.67, 1.74], [-1.67, -3.24, -0.83], [-0.28, -2.28, -0.39], [-0.63, -3.98, 1.83], [-1.00, -5.06, 0.48], [1.27, -5.38, 0.84], [1.56, -3.71, 1.28], [1.96, -5.08, -1.22], [0.74, -3.88, -1.57], [3.08, -2.84, 0.01], [3.54, -3.54, -1.53], [1.51, -1.31, -1.16], [3.20, -1.14, -1.66], [1.47, -2.93, -3.38], [2.90, -1.97, -3.79], [1.58, 1.26, -3.70], [-0.80, -0.23, -3.01], [1.77, 2.69, -7.16], [2.38, 3.62, -8.10], [3.90, 3.46, -8.50], [4.64, 4.72, -8.50], [3.71, 2.94, -10.04], [2.67, 2.04, -10.39], [4.82, 2.30, -7.93], [4.52, 0.90, -8.09], [1.16, 3.25, -6.45], [1.12, 2.00, -7.71], [2.51, 2.11, -6.61], [1.83, 2.59, -10.82], [2.30, 1.45, -9.55], [3.06, 1.35, -11.14], [4.83, 0.58, -9.09], [3.47, 0.68, -7.94], [5.10, 0.36, -7.35], [-2.59, 3.14, 8.21], [-2.79, 1.91, 7.48], [-1.65, 0.74, 7.35], [-1.72, 0.40, 5.92], [-2.52, -0.29, 8.29], [-2.96, 0.11, 9.58], [-0.24, 0.03, 7.76], [0.13, -0.27, 9.11], [-2.99, 3.95, 7.60], [-3.14, 3.10, 9.15], [-1.54, 3.34, 8.41], [-4.01, 0.43, 9.54], [-2.37, 0.93, 10.00], [-2.88, -0.74, 10.25], [-0.35, -1.19, 9.42], [-0.13, 0.53, 9.81], [1.21, -0.40, 9.12]], "lowdin_charge": [-0.10, -0.25, -0.22, -0.21, -0.21, -0.22, -0.21, -0.21, -0.20, -0.20, -0.20, -0.22, -0.34, -0.36, 0.18, -0.26, 0.06, 0.06, 0.05, 0.09, 0.09, 0.11, 0.10, 0.11, 0.08, 0.10, 0.10, 0.10, 0.10, 0.11, 0.11, 0.11, 0.10, 0.10, 0.10, 0.09, 0.10, 0.10, 0.09, 0.09, 0.10, 0.07, 0.10, 0.02, 0.02, -0.13, -0.13, -0.09, -0.21, 0.36, -0.24, -0.23, -0.12, -0.20, -0.08, 0.09, 0.06, 0.07, 0.09, 0.06, 0.09, 0.09, 0.07, 0.09, -0.11, -0.23, 0.51, -0.22, -0.25, -0.14, -0.21, -0.10, 0.09, 0.08, 0.08, 0.09, 0.07, 0.09, 0.09, 0.08, 0.09], "gap_ev": 5.577, "total_charge": -1, "lumo_energy_ev": 0.5, "homo_energy_ev": -5.03}